Below is a cluster of 13 separate species, C78H195N13O26 in total at a distorted geometry, with properties calculated with ωB97M-V/def2-TZVPD.

Structure (XYZ):
```
312
Properties=species:S:1:pos:R:3:lowdin_charge:R:1
C -5.017 -30.307 18.475 -0.09
O -5.887 -31.270 19.075 -0.19
C -7.205 -30.969 18.994 -0.31
C -8.044 -31.875 19.803 -0.22
N -7.975 -33.268 19.399 -0.06
C -8.783 -34.245 20.061 -0.22
C -10.150 -34.348 19.405 -0.23
O -11.072 -34.589 20.432 -0.18
C -12.094 -35.428 20.039 -0.14
H -3.969 -30.586 18.665 0.08
H -5.035 -29.327 19.081 0.11
H -5.265 -30.149 17.393 0.10
H -7.612 -31.032 17.963 0.14
H -7.323 -29.926 19.303 0.12
H -9.062 -31.491 19.661 0.10
H -7.815 -31.679 20.885 0.12
H -6.963 -33.543 19.420 0.13
H -8.894 -33.940 21.083 0.10
H -8.283 -35.236 20.072 0.13
H -10.031 -35.097 18.590 0.13
H -10.380 -33.378 18.899 0.13
H -12.553 -35.786 20.975 0.09
H -11.695 -36.289 19.470 0.09
H -12.926 -35.026 19.440 0.08
C -14.847 -30.628 16.661 -0.07
O -14.333 -30.280 17.978 -0.23
C -14.411 -31.334 18.945 -0.20
C -13.503 -30.756 20.061 -0.18
N -12.150 -30.509 19.544 -0.03
C -11.338 -29.616 20.313 -0.21
C -10.372 -29.019 19.332 -0.25
O -11.037 -28.125 18.463 -0.19
C -10.145 -27.663 17.471 -0.09
H -15.967 -30.783 16.765 0.11
H -14.351 -31.552 16.270 0.09
H -14.645 -29.906 15.929 0.05
H -14.184 -32.341 18.551 0.12
H -15.388 -31.489 19.368 0.10
H -13.481 -31.445 20.936 0.12
H -14.020 -29.836 20.363 0.09
H -12.381 -30.123 18.644 0.09
H -10.685 -30.039 21.100 0.11
H -11.893 -28.824 20.812 0.10
H -9.872 -29.766 18.769 0.09
H -9.625 -28.427 19.908 0.12
H -10.215 -28.256 16.545 0.09
H -9.116 -27.612 17.874 0.10
H -10.441 -26.671 17.125 0.06
C -10.930 -25.892 12.675 -0.11
O -10.653 -25.549 14.030 -0.21
C -10.726 -24.132 14.178 -0.24
C -9.962 -23.697 15.427 -0.19
N -10.657 -24.349 16.524 -0.06
C -10.057 -24.193 17.849 -0.18
C -10.060 -22.704 18.266 -0.19
O -9.661 -22.622 19.652 -0.22
C -8.884 -21.500 19.984 -0.12
H -11.970 -25.465 12.359 0.12
H -10.893 -26.975 12.746 0.09
H -10.189 -25.513 12.011 0.06
H -11.849 -23.937 14.214 0.12
H -10.388 -23.676 13.230 0.11
H -9.783 -22.606 15.496 0.11
H -9.014 -24.199 15.341 0.12
H -11.593 -23.959 16.551 0.07
H -8.993 -24.428 17.758 0.13
H -10.548 -24.829 18.520 0.08
H -11.017 -22.223 18.070 0.11
H -9.312 -22.208 17.639 0.11
H -9.215 -20.499 19.663 0.09
H -7.874 -21.712 19.620 0.09
H -8.811 -21.401 21.074 0.08
C -20.127 -23.868 23.055 -0.05
O -20.997 -23.385 21.977 -0.18
C -21.473 -24.375 21.112 -0.26
C -22.809 -23.949 20.687 -0.19
N -23.193 -24.966 19.704 -0.04
C -24.351 -24.571 18.972 -0.23
C -25.000 -25.744 18.318 -0.25
O -25.210 -26.769 19.260 -0.20
C -25.785 -27.893 18.677 -0.13
H -19.348 -24.539 22.638 0.07
H -20.714 -24.616 23.702 0.10
H -19.689 -23.049 23.618 0.08
H -21.585 -25.339 21.569 0.10
H -20.747 -24.542 20.325 0.10
H -22.821 -22.915 20.420 0.13
H -23.500 -24.005 21.450 0.08
H -23.382 -25.836 20.241 0.10
H -24.049 -23.826 18.213 0.13
H -25.111 -24.163 19.657 0.12
H -24.418 -26.049 17.453 0.11
H -25.996 -25.479 17.882 0.13
H -26.857 -27.731 18.347 0.11
H -25.721 -28.660 19.493 0.10
H -25.194 -28.259 17.840 0.08
C -4.440 -25.365 24.682 -0.09
O -5.180 -26.572 25.041 -0.19
C -6.590 -26.374 25.231 -0.24
C -7.216 -27.603 25.785 -0.22
N -7.148 -28.555 24.705 -0.05
C -7.589 -29.915 25.075 -0.20
C -7.140 -30.899 24.008 -0.22
O -5.681 -30.881 24.050 -0.21
C -5.197 -31.519 22.865 -0.10
H -4.534 -24.494 25.402 0.09
H -4.648 -24.958 23.656 0.09
H -3.396 -25.718 24.690 0.08
H -7.097 -26.080 24.291 0.12
H -6.800 -25.568 25.931 0.10
H -8.263 -27.326 25.990 0.12
H -6.780 -27.929 26.692 0.11
H -6.143 -28.682 24.407 0.13
H -8.675 -29.848 25.248 0.10
H -7.077 -30.340 25.990 0.13
H -7.509 -30.632 23.001 0.10
H -7.463 -31.979 24.196 0.13
H -5.623 -32.546 22.803 0.09
H -4.107 -31.478 22.869 0.09
H -5.598 -31.056 21.953 0.07
C -24.892 -27.516 27.840 -0.16
O -24.652 -27.098 26.559 -0.17
C -23.877 -25.892 26.470 -0.21
C -23.286 -25.627 25.159 -0.26
N -24.092 -25.077 24.104 -0.02
C -25.045 -25.999 23.486 -0.17
C -24.339 -27.307 23.139 -0.23
O -23.326 -26.965 22.240 -0.24
C -22.618 -28.041 21.676 -0.09
H -24.087 -28.051 28.403 0.10
H -25.646 -28.287 27.820 0.08
H -25.271 -26.748 28.482 0.08
H -23.025 -25.855 27.142 0.13
H -24.545 -25.074 26.759 0.14
H -22.677 -26.498 24.852 0.13
H -22.541 -24.970 25.413 0.09
H -23.411 -24.865 23.364 0.08
H -25.372 -25.553 22.518 0.13
H -25.913 -26.200 24.115 0.12
H -25.040 -27.949 22.597 0.13
H -23.960 -27.824 24.033 0.11
H -21.613 -27.847 21.248 0.10
H -23.210 -28.441 20.862 0.07
H -22.528 -28.869 22.401 0.09
C -12.009 -26.617 25.728 -0.11
O -11.014 -25.613 25.909 -0.23
C -11.400 -24.256 25.504 -0.20
C -10.173 -23.446 25.363 -0.20
N -9.611 -22.905 26.657 -0.04
C -9.290 -24.042 27.571 -0.20
C -8.480 -23.483 28.737 -0.21
O -7.249 -23.047 28.170 -0.19
C -6.491 -22.216 28.981 -0.13
H -11.713 -27.545 26.186 0.07
H -12.205 -26.689 24.639 0.07
H -13.009 -26.377 26.186 0.10
H -12.075 -23.844 26.244 0.11
H -11.993 -24.294 24.548 0.12
H -10.359 -22.623 24.690 0.10
H -9.301 -24.038 24.896 0.14
H -8.716 -22.423 26.438 0.11
H -8.739 -24.796 27.065 0.08
H -10.205 -24.504 27.983 0.12
H -8.397 -24.264 29.502 0.13
H -8.981 -22.598 29.096 0.11
H -7.136 -21.492 29.533 0.10
H -5.760 -21.688 28.419 0.07
H -5.888 -22.678 29.775 0.09
C -16.836 -28.276 20.205 -0.06
O -16.595 -27.308 21.254 -0.22
C -15.302 -27.285 21.846 -0.22
C -14.377 -26.415 21.003 -0.18
N -13.087 -26.345 21.695 -0.04
C -12.109 -25.768 20.779 -0.21
C -10.777 -25.647 21.535 -0.16
O -10.348 -27.017 21.576 -0.23
C -9.379 -27.308 22.553 -0.10
H -17.248 -29.183 20.648 0.07
H -15.945 -28.530 19.727 0.04
H -17.633 -27.717 19.594 0.12
H -14.903 -28.317 21.933 0.10
H -15.326 -26.939 22.863 0.08
H -14.736 -25.396 20.969 0.11
H -14.300 -26.875 20.033 0.10
H -12.791 -27.291 21.963 0.09
H -12.456 -24.763 20.489 0.09
H -12.014 -26.369 19.876 0.10
H -10.945 -25.273 22.588 0.12
H -10.067 -24.954 21.063 0.11
H -9.280 -28.379 22.583 0.07
H -9.658 -26.919 23.535 0.08
H -8.405 -26.852 22.270 0.10
C -13.543 -21.887 28.467 -0.11
O -14.031 -22.045 27.143 -0.22
C -13.788 -20.956 26.231 -0.20
C -14.489 -21.298 24.952 -0.23
N -15.896 -21.563 25.127 -0.05
C -16.521 -21.923 23.912 -0.22
C -16.439 -23.441 23.610 -0.15
O -17.310 -24.049 24.640 -0.22
C -17.459 -25.465 24.493 -0.11
H -13.828 -22.728 29.115 0.09
H -13.857 -20.964 28.944 0.08
H -12.447 -21.769 28.363 0.08
H -12.747 -20.720 26.131 0.11
H -14.314 -20.022 26.603 0.14
H -13.953 -22.075 24.408 0.10
H -14.435 -20.411 24.295 0.13
H -16.105 -22.275 25.845 0.13
H -16.013 -21.410 23.109 0.09
H -17.581 -21.668 23.973 0.11
H -15.409 -23.760 23.871 0.12
H -16.759 -23.658 22.571 0.11
H -17.827 -25.750 23.497 0.06
H -18.104 -25.864 25.258 0.08
H -16.415 -25.973 24.501 0.09
C -20.704 -27.772 15.858 -0.09
O -19.971 -27.399 17.056 -0.20
C -20.363 -26.218 17.656 -0.24
C -19.656 -24.995 16.994 -0.16
N -18.297 -25.072 17.527 -0.04
C -17.978 -24.722 18.888 -0.23
C -18.210 -23.313 19.267 -0.25
O -17.547 -22.400 18.426 -0.21
C -18.275 -21.172 18.438 -0.11
H -20.397 -27.188 14.996 0.07
H -21.807 -27.694 15.964 0.08
H -20.436 -28.888 15.631 0.11
H -20.031 -26.292 18.710 0.11
H -21.440 -26.108 17.730 0.09
H -20.206 -24.086 17.267 0.10
H -19.625 -24.957 15.920 0.11
H -17.641 -24.548 16.980 0.09
H -16.934 -24.971 19.053 0.11
H -18.517 -25.280 19.695 0.12
H -17.743 -23.172 20.281 0.13
H -19.293 -23.036 19.390 0.12
H -18.348 -20.787 19.445 0.08
H -19.215 -21.340 17.891 0.09
H -17.706 -20.415 17.865 0.09
C -14.952 -26.872 17.189 -0.12
O -15.143 -25.525 17.431 -0.18
C -14.624 -24.681 16.399 -0.20
C -14.185 -23.348 16.963 -0.20
N -13.497 -22.651 15.851 -0.04
C -13.594 -21.184 16.109 -0.21
C -12.858 -20.493 15.033 -0.26
O -13.292 -21.083 13.842 -0.21
C -12.581 -20.881 12.628 -0.08
H -14.940 -27.063 16.172 0.06
H -15.691 -27.440 17.652 0.06
H -14.012 -27.333 17.588 0.10
H -15.375 -24.380 15.608 0.14
H -13.826 -25.216 15.829 0.13
H -13.518 -23.484 17.769 0.09
H -15.111 -22.862 17.238 0.11
H -13.997 -22.801 14.997 0.09
H -13.169 -20.887 17.092 0.13
H -14.631 -20.899 16.043 0.11
H -11.721 -20.656 15.238 0.14
H -13.021 -19.393 15.122 0.13
H -12.696 -19.794 12.288 0.11
H -13.101 -21.480 11.941 0.07
H -11.578 -21.260 12.743 0.07
C -12.623 -22.460 21.730 -0.09
O -13.560 -21.427 21.467 -0.21
C -14.303 -21.790 20.310 -0.19
C -15.261 -20.587 20.099 -0.20
N -14.511 -19.370 19.887 -0.04
C -15.366 -18.217 19.865 -0.21
C -14.526 -16.945 19.706 -0.20
O -13.568 -16.859 20.765 -0.20
C -12.664 -15.823 20.551 -0.13
H -13.180 -23.360 22.001 0.08
H -11.996 -22.220 22.538 0.06
H -12.062 -22.564 20.755 0.09
H -14.834 -22.705 20.457 0.11
H -13.536 -21.870 19.492 0.11
H -16.051 -20.540 20.861 0.11
H -15.810 -20.843 19.188 0.09
H -13.854 -19.254 20.664 0.11
H -15.956 -18.147 20.687 0.09
H -15.947 -18.138 18.939 0.13
H -15.251 -16.120 19.800 0.13
H -13.953 -17.028 18.806 0.11
H -11.879 -15.913 21.267 0.08
H -13.210 -14.871 20.588 0.09
H -12.275 -15.906 19.500 0.10
C -10.898 -33.041 24.313 -0.08
O -11.872 -32.058 24.675 -0.18
C -11.499 -30.731 24.353 -0.22
C -12.726 -29.858 24.522 -0.18
N -13.904 -30.105 23.627 -0.02
C -15.148 -29.660 24.278 -0.22
C -16.489 -30.141 23.698 -0.17
O -16.535 -31.601 23.815 -0.21
C -17.826 -32.098 24.204 -0.12
H -9.945 -32.924 24.818 0.07
H -10.784 -33.059 23.220 0.08
H -11.332 -34.011 24.543 0.09
H -11.105 -30.613 23.367 0.10
H -10.693 -30.443 25.039 0.11
H -12.379 -28.830 24.425 0.08
H -13.033 -29.935 25.586 0.12
H -14.012 -31.097 23.496 0.09
H -15.113 -28.589 24.562 0.11
H -15.097 -30.038 25.343 0.12
H -16.561 -29.880 22.630 0.10
H -17.374 -29.753 24.227 0.12
H -17.794 -33.203 24.408 0.09
H -18.631 -31.970 23.495 0.07
H -18.106 -31.606 25.185 0.10
```

E_tot	-5756.12541	hartree
HOMO	-8.18	eV
LUMO	0.52	eV
ΔE to the lowest compared entry with this formula, charge and spin	330.1	kJ/mol
gap between HOMO and LUMO	8.702	eV